C49H59CaF5N4O2P2Si as an isolated structure, computed with ωB97M-V/def2-TZVPD.

Geometry as XYZ:
```
123
Properties=species:S:1:pos:R:3:forces:R:3
Ca -0.9296 1.1482 -1.0397 0.4 -0.2 -0.1
C 3.2499 1.3787 -1.7966 0.0 -0.2 0.2
Si 1.9669 0.7905 -0.4722 0.4 0.2 -0.2
C 2.6147 1.8534 1.0455 0.0 -0.1 0.0
C 3.9362 2.3221 1.0866 -0.1 0.0 0.0
C 4.4164 3.1217 2.1087 0.1 0.0 0.0
C 3.5731 3.4939 3.1456 0.0 0.1 0.1
C 2.2612 3.0575 3.1349 -0.1 0.0 0.0
C 1.7725 2.2520 2.1032 -0.1 0.0 0.0
P 0.0324 1.6654 2.0260 0.1 -0.1 -0.2
C -1.0396 3.0271 2.6831 -0.2 0.0 0.0
C -0.7820 4.3221 1.9117 0.1 0.0 -0.1
C -1.9716 5.2856 2.0589 0.1 0.1 0.0
C -2.7000 5.0953 3.3964 -0.1 0.0 0.0
C -1.7016 4.6986 4.4779 0.0 0.0 0.0
C -1.1478 3.2935 4.1967 0.0 0.0 0.0
C -0.0047 0.4672 3.4252 0.0 0.2 0.2
C 1.0538 -0.6281 3.2784 0.1 0.0 0.0
C 0.7538 -1.8174 4.2071 0.1 -0.1 0.0
C -0.0740 -1.3862 5.4123 0.0 0.0 0.0
C -1.4510 -0.8820 4.9544 -0.1 0.0 0.0
C -1.3800 -0.1749 3.5926 0.0 0.0 -0.1
C 2.7093 -0.9607 -0.0548 -0.1 0.0 -0.1
C 3.9774 -1.0799 0.5294 0.0 0.0 0.0
C 4.5893 -2.2989 0.7489 0.1 0.0 0.0
C 3.9380 -3.4667 0.3769 0.0 0.0 0.0
C 2.6797 -3.3849 -0.1867 -0.1 0.0 0.0
C 2.0427 -2.1538 -0.4001 0.0 0.0 0.0
P 0.2942 -2.0855 -1.0268 0.0 0.1 0.1
C -0.3818 -3.6725 -0.3359 0.0 -0.1 -0.1
C -0.3807 -3.6021 1.1885 0.0 0.1 0.1
C -0.9573 -4.8667 1.8174 0.1 0.0 0.0
C -2.3631 -5.1482 1.3008 0.0 0.0 0.1
C -2.3666 -5.2278 -0.2205 0.0 -0.1 0.0
C -1.7989 -3.9539 -0.8379 0.0 0.1 -0.1
C 0.4322 -2.4884 -2.8347 0.0 0.0 -0.1
C 1.0476 -1.2880 -3.5601 -0.1 0.1 -0.1
C 1.3045 -1.6138 -5.0271 0.0 0.0 0.0
C 2.3444 -2.7416 -5.1697 0.0 0.0 -0.1
C 2.5025 -3.5365 -3.8731 0.1 -0.1 0.0
C 1.1436 -3.8014 -3.2348 0.0 0.0 0.0
H 4.2559 0.9672 -1.6666 0.1 0.0 0.0
H 3.3232 2.4666 -1.7630 0.0 0.1 0.0
H 2.9256 1.1291 -2.8049 -0.1 -0.1 -0.1
H 4.6054 2.0656 0.2757 0.1 0.0 -0.1
H 5.4446 3.4659 2.0904 0.0 0.0 0.0
H 3.9312 4.1285 3.9489 0.0 0.0 0.0
H 1.6049 3.3632 3.9382 0.0 0.0 0.0
H -2.0294 2.6725 2.3598 0.1 0.0 0.0
H -0.6048 4.1026 0.8542 0.0 0.0 0.0
H 0.1389 4.7875 2.2755 0.0 0.0 0.0
H -2.6744 5.1388 1.2353 0.0 0.0 0.0
H -1.6134 6.3167 1.9811 0.0 0.0 0.0
H -3.4495 4.3042 3.3037 0.0 0.0 0.0
H -3.2404 6.0062 3.6676 0.0 0.0 0.0
H -2.1559 4.7314 5.4719 0.0 0.0 0.0
H -0.8832 5.4267 4.4862 0.0 0.0 0.0
H -1.8201 2.5493 4.6313 0.0 0.0 0.0
H -0.1928 3.1688 4.7088 0.0 0.0 0.0
H 0.2249 1.0433 4.3327 0.0 0.0 0.0
H 2.0417 -0.2140 3.4980 0.0 0.0 0.0
H 1.0950 -0.9685 2.2395 0.0 0.0 0.0
H 1.6886 -2.2934 4.5157 0.0 0.0 0.0
H 0.1900 -2.5773 3.6664 -0.1 -0.1 -0.1
H 0.4564 -0.5918 5.9464 0.0 0.0 0.0
H -0.1880 -2.2095 6.1230 0.0 0.0 0.0
H -1.8585 -0.1980 5.7052 0.0 0.0 0.0
H -2.1494 -1.7205 4.8900 0.0 0.0 0.0
H -2.1988 0.5379 3.4844 0.0 0.0 0.0
H -1.5301 -0.8790 2.7712 0.0 0.0 0.0
H 4.5014 -0.1801 0.8249 0.0 0.1 0.0
H 5.5703 -2.3411 1.2103 0.0 0.0 0.0
H 4.4019 -4.4342 0.5330 0.0 0.0 0.0
H 2.1761 -4.3071 -0.4389 0.0 -0.1 0.0
H 0.2467 -4.5175 -0.6421 0.0 0.0 0.0
H -0.9844 -2.7375 1.4889 0.0 0.0 0.0
H 0.6303 -3.4201 1.5589 0.0 0.0 0.0
H -0.9556 -4.7784 2.9072 0.0 0.0 0.0
H -0.3082 -5.7162 1.5705 0.0 0.0 0.0
H -3.0241 -4.3338 1.6143 0.0 0.0 0.0
H -2.7626 -6.0673 1.7399 0.0 0.0 0.0
H -3.3792 -5.4009 -0.5945 0.0 0.0 0.0
H -1.7617 -6.0869 -0.5361 0.0 0.0 0.0
H -2.4413 -3.1120 -0.5761 -0.1 0.1 0.0
H -1.8178 -4.0260 -1.9266 0.0 0.0 0.0
H -0.6112 -2.5482 -3.1653 0.0 0.0 0.1
H 1.9835 -0.9979 -3.0806 0.1 0.1 0.0
H 0.3804 -0.4248 -3.4844 0.0 0.0 0.1
H 1.6426 -0.7213 -5.5540 0.0 0.0 0.0
H 0.3557 -1.9106 -5.4866 0.0 0.0 0.0
H 3.3076 -2.3254 -5.4721 0.0 0.0 0.0
H 2.0380 -3.4251 -5.9686 0.0 0.0 0.0
H 3.1277 -2.9902 -3.1623 0.0 0.0 0.0
H 3.0183 -4.4810 -4.0713 0.0 0.0 0.0
H 1.2605 -4.4659 -2.3787 0.0 0.0 0.0
H 0.5182 -4.3473 -3.9504 0.0 0.0 0.0
N -2.6305 2.9891 -0.9278 -0.1 0.1 0.1
C -3.7960 2.5048 -0.1732 -0.2 0.1 -0.1
C -3.4817 1.3171 0.7610 0.1 0.1 -0.1
O -4.2266 1.1423 1.7255 -0.3 0.0 0.2
O -2.4670 0.6278 0.4449 -0.4 -0.3 0.2
H -2.5549 3.9975 -0.8918 0.1 -0.1 0.0
H -2.6980 2.7372 -1.9086 -0.1 0.1 -0.2
H -4.5890 2.1723 -0.8565 0.1 0.0 0.1
H -4.2122 3.3118 0.4359 0.0 -0.1 0.0
F -2.2802 2.7219 -4.4232 0.0 -0.1 0.0
C -2.6437 1.4061 -4.3698 0.0 0.1 -0.2
C -2.4587 0.6794 -3.2153 0.0 0.0 0.0
C -2.9357 -0.6047 -3.3030 -0.1 -0.2 -0.1
F -2.8836 -1.4229 -2.2081 0.1 0.0 -0.1
C -3.4980 -1.1832 -4.4328 0.0 0.0 -0.1
F -3.9253 -2.4703 -4.4525 0.1 0.2 0.0
C -3.6297 -0.4059 -5.5721 -0.1 -0.1 -0.2
F -4.1897 -0.9215 -6.6955 0.2 0.1 0.3
C -3.2043 0.9117 -5.5417 0.0 0.1 -0.1
F -3.3556 1.6765 -6.6502 0.0 -0.2 0.3
N 0.0824 2.8846 -2.5017 0.1 0.0 0.0
C 0.6902 3.3329 -3.3787 -0.1 0.0 0.1
C 1.4298 3.8826 -4.4279 0.0 0.0 0.0
C 1.3864 5.2691 -4.6669 0.0 0.0 0.0
N 1.3543 6.4077 -4.8660 0.0 0.1 0.0
C 2.2096 3.0422 -5.2452 0.1 -0.1 -0.1
N 2.8513 2.3580 -5.9215 0.0 0.0 0.0
```
Forces are in eV/Å.

* HOMO level: -1.708 eV
* largest force on an atom: 0.517 eV Å⁻¹
* total charge: -2
* energy relative to the best compared isomer or geometry (same formula, charge and spin): 64.65 kJ/mol
* orbital gap: 0.2100 Ha

Results of the Mulliken charge analysis, in e, for atoms 1 through 99: 1.745 -1.655 1.299 0.756 -0.065 -0.967 -1.014 -0.494 -0.065 1.271 0.981 -0.944 -0.732 -0.720 -1.041 -0.727 -0.366 0.344 -0.037 -1.070 -0.962 0.127 -0.416 -0.290 -0.908 -1.046 0.022 0.420 1.422 -0.501 -0.274 -1.201 -0.785 -1.025 -0.638 0.603 0.014 -0.943 -0.926 -0.849 -0.943 0.454 0.440 0.307 0.330 0.358 0.413 0.196 -0.685 0.132 0.555 0.062 0.512 0.264 0.508 0.536 0.348 0.287 0.122 0.400 0.479 -1.068 0.535 -0.290 0.316 0.520 0.309 0.401 0.257 -0.506 0.276 0.385 0.362 0.260 0.392 -0.267 0.581 0.373 0.353 0.316 0.435 0.422 0.329 0.093 0.374 0.036 -0.215 -0.057 0.422 0.375 0.354 0.349 0.194 0.470 0.352 0.504 -0.506 -0.741 0.394